[1]
C22H19BiN4 | ωB97M-V with the def2-TZVPD basis set

Cartesian coordinates (Å):
Bi1 -0.1871 -0.1762 -0.3068
C1 4.3971 0.1613 -0.5185
C2 4.7996 -0.0042 0.8004
C3 3.8404 -0.0383 1.8012
C4 2.4964 0.0635 1.4502
N1 2.1300 0.2092 0.1730
C5 3.0416 0.2684 -0.7878
C6 1.4089 0.0074 2.4301
C7 1.6451 0.0972 3.8020
C8 0.5854 0.0383 4.6903
C9 -0.7033 -0.0704 4.1856
C10 -0.8746 -0.1459 2.8164
N2 0.1521 -0.1238 1.9691
H1 5.1144 0.1924 -1.3214
H2 5.8434 -0.1154 1.0502
H3 4.1373 -0.1657 2.8277
H4 2.6762 0.4061 -1.7960
H5 2.6416 0.2348 4.1873
H6 0.7598 0.0796 5.7549
H7 -1.5570 -0.0930 4.8415
H8 -1.8604 -0.2198 2.3859
C11 -3.3610 -0.8002 0.1736
N3 -2.3461 0.2416 0.2039
C12 -2.6436 1.5073 0.1350
C13 -1.6147 2.4385 -0.0368
C14 -1.5460 3.8364 0.0128
C15 -0.2093 4.1804 -0.1703
C16 0.5017 3.0053 -0.3428
N4 -0.3337 1.9496 -0.2655
C17 -4.0965 -0.8011 -1.1487
C18 -5.4790 -0.7024 -1.2074
C19 -6.1273 -0.7308 -2.4319
C20 -5.3983 -0.8444 -3.6042
C21 -4.0159 -0.9310 -3.5502
C22 -3.3704 -0.9114 -2.3285
H9 -4.0763 -0.6513 0.9866
H10 -2.8619 -1.7635 0.3207
H11 -3.6768 1.8318 0.2117
H12 -2.3611 4.5146 0.1784
H13 0.1956 5.1716 -0.1810
H14 1.5522 2.8758 -0.5148
H15 -6.0590 -0.6153 -0.3022
H16 -7.2037 -0.6676 -2.4726
H17 -5.9008 -0.8676 -4.5585
H18 -3.4418 -1.0239 -4.4592
H19 -2.2897 -0.9854 -2.2859

Results
**Energy above the lowest of the compared OMol25 structures with the same formula, charge and spin**: 0.0 kJ/mol
**LUMO level**: -0.2662 hartree
**Electronic energy**: -34908.3003 eV
**Frontier orbital gap**: 0.256 hartree
**Strongest force on any atom**: 0.98 eV/Å
**Charge**: +2

Atom charges from the Mulliken analysis, given in e for atoms 1 to 8:
1 Bi 1.097
2 C -0.759
3 C -0.513
4 C -0.782
5 C 0.682
6 N -0.033
7 C -0.192
8 C 0.902

***

[2]
C22H19BiN4 | ωB97M-V with the def2-TZVPD basis set

Cartesian coordinates (Å):
Bi1 0.0605 -1.3067 -1.2753
C1 4.3426 -0.0472 -1.4761
C2 4.3420 1.3310 -1.6550
C3 3.1398 1.9869 -1.8541
C4 1.9462 1.2798 -1.8622
N1 1.9648 -0.0580 -1.6682
C5 3.1356 -0.7031 -1.4913
C6 -0.6944 1.2907 -2.1156
C7 -1.3324 2.6464 -1.9665
C8 -2.7849 2.4869 -1.6870
C9 -3.3370 1.4510 -2.3388
C10 -2.5335 0.4852 -3.1122
N2 -1.2487 0.3557 -3.0535
H1 5.2580 -0.6033 -1.3347
H2 5.2715 1.8846 -1.6550
H3 3.1154 3.0547 -2.0272
H4 3.0867 -1.7794 -1.3662
H5 -1.2482 3.1618 -2.9297
H6 -3.3801 3.1968 -1.1273
H7 -4.4056 1.2853 -2.3307
H8 -3.0708 -0.2188 -3.7414
C11 0.8704 -1.9726 1.9612
N3 0.4293 -0.9662 0.9564
C12 0.2000 0.2504 1.3041
C13 -0.2331 1.1680 0.2730
C14 0.0647 2.4742 0.1936
C15 -0.0257 3.0507 -1.1872
C16 0.6649 1.9964 -2.1879
N4 -0.7600 0.5408 -0.8512
C17 -0.3143 -2.5081 2.7172
C18 -0.5590 -2.0949 4.0198
C19 -1.6780 -2.5611 4.6980
C20 -2.5538 -3.4351 4.0735
C21 -2.3089 -3.8566 2.7718
C22 -1.1894 -3.3973 2.0988
H9 1.5863 -1.4923 2.6290
H10 1.3918 -2.7657 1.4237
H11 0.3744 0.5850 2.3248
H12 0.4506 3.0377 1.0316
H13 0.2913 4.0848 -1.2576
H14 0.7787 2.4822 -3.1565
H15 0.1322 -1.4244 4.5179
H16 -1.8581 -2.2479 5.7173
H17 -3.4210 -3.8028 4.6045
H18 -2.9803 -4.5570 2.2939
H19 -0.9808 -3.7686 1.0984

Results
**Energy above the lowest of the compared OMol25 structures with the same formula, charge and spin**: 283.5 kJ/mol
**LUMO level**: -0.2728 hartree
**Electronic energy**: -34905.3625 eV
**Frontier orbital gap**: 0.260 hartree
**Strongest force on any atom**: 0.13 eV/Å
**Charge**: +2

Atom charges from the Mulliken analysis, given in e for atoms 1 to 8:
1 Bi 0.989
2 C -0.875
3 C -0.444
4 C -0.453
5 C -0.045
6 N -0.051
7 C 0.047
8 C 0.645

***

[3]
C22H19BrN5O4SV | ωB97M-V with the def2-TZVPD basis set

Cartesian coordinates (Å):
V1 0.8075 0.5054 0.0177
O1 3.4711 1.6579 3.1594
C1 2.5236 1.2610 2.3323
O2 2.6844 1.1554 1.1285
C2 1.2136 0.9648 2.9667
C3 0.8759 1.1401 4.2923
C4 -0.4500 0.8996 4.6492
C5 -1.3701 0.5258 3.6839
C6 -0.9366 0.3713 2.3722
N1 0.3324 0.5686 2.0505
C7 -1.8494 0.0581 1.1918
O3 -3.0322 -0.1231 1.4088
O4 -1.2448 0.0410 0.0525
H1 4.2783 1.8495 2.6511
H2 1.6114 1.4632 5.0143
H3 -0.7607 1.0255 5.6776
H4 -2.4139 0.3586 3.9102
C8 -2.6972 3.7520 0.2927
N2 -2.3348 2.9351 -0.8545
C9 -3.2203 2.3881 -1.7670
C10 -2.5005 1.6662 -2.6383
N3 -1.1712 1.7694 -2.2457
C11 -1.0811 2.5454 -1.1306
S1 0.3075 2.9674 -0.2461
C12 -0.1131 1.1440 -2.9433
C13 -0.1678 1.1273 -4.3267
C14 0.8213 0.4529 -5.0170
C15 1.8314 -0.1661 -4.2989
C16 1.8091 -0.0784 -2.9207
N4 0.8551 0.5649 -2.2364
H5 -3.7662 3.9391 0.2527
H6 -2.1546 4.6938 0.2670
H7 -2.4497 3.2226 1.2112
H8 -4.2805 2.5486 -1.6974
H9 -2.8047 1.0474 -3.4632
H10 -0.9635 1.6505 -4.8405
H11 0.8056 0.4191 -6.0978
H12 2.6286 -0.7033 -4.7915
H13 2.5869 -0.5357 -2.3267
C17 -0.9796 -4.6716 0.6763
C18 0.2899 -3.8961 0.4687
C19 1.5434 -4.4920 0.4693
C20 2.6708 -3.7195 0.2545
C21 2.5053 -2.3608 0.0609
Br1 4.0591 -1.3355 -0.2864
N5 1.3256 -1.7466 0.0796
C22 0.2442 -2.5254 0.2643
H14 -0.7786 -5.7381 0.7549
H15 -1.6715 -4.5140 -0.1513
H16 -1.4852 -4.3527 1.5884
H17 1.6421 -5.5594 0.6241
H18 3.6593 -4.1524 0.2282
H19 -0.7054 -2.0086 0.2280

Results
**Energy above the lowest of the compared OMol25 structures with the same formula, charge and spin**: 2.2 kJ/mol
**LUMO level (alpha / beta)**: -0.1108 / -0.1156 hartree
**Multiplicity**: 4
**Electronic energy**: -145327.8099 eV
**Frontier orbital gap (alpha / beta)**: 0.261 / 0.287 hartree
**Strongest force on any atom**: 0.41 eV/Å
**<S²>**: 3.759
**Charge**: +1

Atom charges from the Mulliken analysis, given in e for atoms 1 to 8:
1 V 0.709
2 O -0.449
3 C 0.351
4 O -0.588
5 C 0.444
6 C -0.744
7 C -0.343
8 C -1.016

***

[4]
C22H19ClFNO4S | ωB97M-V with the def2-TZVPD basis set

Cartesian coordinates (Å):
C1 5.7352 2.0150 3.2829
H1 5.5287 1.8523 2.2232
H2 6.0060 3.0615 3.4355
H3 6.5331 1.3572 3.6177
O1 4.5904 1.6846 4.0578
C2 3.5680 2.5429 4.0112
O2 3.5829 3.5774 3.4007
C3 2.3833 2.0068 4.7924
C4 1.5762 1.1861 3.8199
C5 1.9004 -0.1440 3.5844
C6 1.1935 -0.8926 2.6622
C7 0.1628 -0.3071 1.9355
C8 -0.1641 1.0265 2.1635
C9 0.5373 1.7618 3.1003
H4 0.2843 2.7988 3.2626
H5 -0.9596 1.4902 1.6021
N1 -0.5322 -1.0537 0.9644
S1 0.2732 -1.9399 -0.1878
O3 -0.3457 -3.2278 -0.3122
O4 1.6792 -1.8726 0.0682
C10 -0.0480 -0.9967 -1.6798
C11 -0.5558 -1.6222 -2.8013
C12 -0.8141 -0.8786 -3.9394
C13 -0.5538 0.4845 -3.9285
C14 -0.0193 1.1087 -2.8091
C15 0.2394 0.3552 -1.6781
H6 0.6530 0.8086 -0.7911
H7 0.1845 2.1676 -2.8244
Cl1 -0.9048 1.4205 -5.3316
H8 -1.2161 -1.3455 -4.8244
H9 -0.7517 -2.6814 -2.7626
C16 -1.9611 -1.2818 1.0874
C17 -2.6672 -1.1752 -0.2367
C18 -2.8537 0.0503 -0.8655
C19 -3.4873 0.1751 -2.0861
C20 -3.9612 -0.9648 -2.7107
C21 -3.7964 -2.2000 -2.1077
C22 -3.1575 -2.3019 -0.8840
H10 -3.0167 -3.2670 -0.4240
H11 -4.1687 -3.0897 -2.5915
H12 -4.4601 -0.8837 -3.6638
H13 -3.6034 1.1526 -2.5264
F1 -2.4003 1.1740 -0.2646
H14 -2.1300 -2.2855 1.4968
H15 -2.3561 -0.5406 1.7876
H16 1.4452 -1.9247 2.4835
H17 2.7111 -0.5994 4.1334
H18 1.7996 2.8460 5.1682
H19 2.7448 1.3891 5.6130

Results
**Energy above the lowest of the compared OMol25 structures with the same formula, charge and spin**: 0.0 kJ/mol
**LUMO level**: 0.0200 hartree
**Electronic energy**: -58877.7776 eV
**SMILES**: COC(=O)Cc1ccc(N(Cc2ccccc2F)S(=O)(=O)c2ccc(Cl)cc2)cc1
**Frontier orbital gap**: 0.343 hartree
**Strongest force on any atom**: 0.94 eV/Å

Atom charges from the Mulliken analysis, given in e for atoms 1 to 8:
1 C -0.682
2 H 0.299
3 H 0.301
4 H 0.239
5 O -0.279
6 C 0.811
7 O -0.592
8 C -1.359

***

[5]
C22H19ClHgN5O2S3 | ωB97M-V with the def2-TZVPD basis set

Cartesian coordinates (Å):
Hg1 -0.8693 1.2027 -0.3686
C1 -3.6077 3.7596 2.2986
C2 -2.4060 3.1135 1.4462
N1 -2.8100 2.4441 0.5225
N2 -4.0851 2.6491 0.3093
C3 -4.0435 1.7687 -1.5897
N3 -5.4876 2.6508 -1.9050
S1 -2.9382 1.2288 -2.2808
C4 -1.3289 2.8719 2.4413
C5 -1.1943 2.9017 3.8051
C6 0.1835 2.8987 4.3887
C7 1.0044 2.2225 3.8749
C8 0.2287 1.3391 2.7868
N4 -0.7370 1.6647 1.9934
H1 -4.3693 4.2558 1.2485
H2 -2.8598 5.2865 2.6773
H3 -3.8003 3.6194 3.2702
H4 -6.3181 2.3346 -0.7323
H5 -5.8936 1.4934 -2.4573
H6 -1.7001 4.4570 3.6727
H7 0.1528 3.5450 5.5540
H8 1.3350 1.3804 4.5931
H9 0.8562 0.5467 2.3418
Cl1 4.3416 -0.8230 -4.7874
C9 3.2825 0.1250 -3.9254
C10 2.3585 0.9214 -4.2591
C11 1.3660 1.3154 -3.6291
C12 1.4963 1.4561 -1.9401
C13 0.6693 2.2238 -1.1921
C14 2.5753 0.6049 -1.0598
C15 3.4779 0.3475 -2.0714
H10 2.4366 0.4278 -5.3947
H11 0.4773 1.7439 -4.0484
H12 0.0291 2.9011 -1.9441
H13 1.2609 2.9431 -0.5065
H14 2.5574 1.0712 -0.2990
H15 4.2635 -0.5542 -1.4303
O1 0.9808 -4.4861 3.3065
S2 0.2709 -4.2260 2.0563
O2 -1.4200 -5.0767 2.3230
N5 -0.2108 -2.9236 1.4994
C16 0.6746 -2.7704 0.4116
S3 0.4714 -1.3710 -1.0822
C17 1.1337 -4.1056 -0.4317
C18 1.9164 -3.9294 -1.6378
C19 2.0136 -5.1865 -2.0517
C20 2.2015 -6.4714 -0.9428
C21 1.7057 -6.1944 0.4234
C22 0.8388 -4.9388 0.3821
H16 1.8678 -3.2477 -2.4391
H17 2.8790 -5.1806 -2.8241
H18 2.8667 -7.2989 -1.3398
H19 1.9060 -6.9316 0.9437

Results
**LUMO level (alpha / beta)**: 0.1334 / 0.1334 hartree
**Multiplicity**: 2
**Electronic energy**: -83824.6514 eV
**Frontier orbital gap (alpha / beta)**: 0.151 / 0.200 hartree
**Strongest force on any atom**: 19.01 eV/Å
**<S²>**: 0.762
**Charge**: -2

Atom charges from the Mulliken analysis, given in e for atoms 1 to 8:
1 Hg 1.068
2 C -1.154
3 C 0.467
4 N 0.298
5 N -1.124
6 C 0.521
7 N -0.553
8 S -0.432